# 1
87
Properties=species:S:1:pos:R:3:forces:R:3 method="wB97M-V/def2-TZVPD" orbital_gap_ev="6.09 / 4.52" spin_multiplicity=6 relative_energy_ev=0.000 total_charge=+2
Ir -0.5183 -0.2851 -1.2353 1.0876 3.3345 2.1926
C 2.6400 -1.7739 -0.9831 0.6257 -0.4396 -1.7448
C 2.6942 -1.4778 -2.3864 0.5517 -0.9771 1.6200
C 1.6332 0.3363 -1.3127 1.5013 -1.4458 -0.6703
C 2.2619 -0.6225 -0.3052 -0.8310 0.9544 -1.3460
C 2.2104 -0.1901 -2.5967 -0.6353 0.8980 1.4560
C 3.0170 -3.0820 -0.3824 0.1388 -0.1553 0.2516
H 2.5115 -3.9261 -0.8760 0.2228 0.2687 0.0918
H 2.7358 -3.0954 0.6755 0.1424 -0.1554 -0.1108
H 4.0958 -3.2686 -0.4520 -0.1461 0.0020 0.0372
C 2.6084 -0.2849 1.0864 -0.2862 0.0678 0.5244
H 2.5111 -1.1657 1.7347 0.1609 0.1180 -0.0561
H 1.9673 0.5109 1.4830 0.2411 -0.2517 -0.1670
H 3.6587 0.0574 1.1639 -0.3509 -0.1808 -0.1759
C 1.8355 1.7908 -1.0566 0.2644 0.7096 0.1997
H 2.9112 2.0344 -1.0518 -0.2987 0.1401 -0.0825
H 1.4174 2.0580 -0.0846 0.2326 0.1492 -0.2314
H 1.3256 2.3961 -1.8123 0.2768 0.0504 0.1120
C 2.4252 0.6026 -3.8234 0.0822 -0.2536 -0.3610
H 3.0770 0.0731 -4.5274 -0.2376 0.1433 0.1282
H 2.9022 1.5547 -3.6031 -0.0299 0.1597 0.1462
H 1.4853 0.8197 -4.3335 -0.0778 0.1105 -0.0414
C 3.3480 -2.3418 -3.3996 0.0073 -0.3484 -0.2090
H 4.4463 -2.3446 -3.2599 -0.4610 -0.0324 -0.0478
H 3.1345 -1.9880 -4.4135 0.0921 -0.2453 0.1762
H 2.9986 -3.3809 -3.3027 0.1753 0.2264 -0.1066
C -1.9732 -1.5484 -0.3545 0.7217 -1.2025 0.8810
C -0.6693 -2.1534 -0.5097 -0.7934 -1.5702 1.0034
C -0.3885 -3.1468 -1.6038 0.2399 -0.7629 0.0553
C -0.4982 -2.5673 -3.0274 0.1021 -0.4370 -0.5569
C -0.6666 -1.0704 -3.0952 -0.4650 0.4474 -1.2076
C -1.9130 -0.4060 -2.7873 -0.6072 -0.3871 -1.5124
C -3.1590 -1.2521 -2.5567 -0.4259 0.2414 -0.1603
C -3.1512 -1.9626 -1.1997 -0.5664 0.0969 -0.1475
H -1.0785 -3.9932 -1.4841 0.1798 -0.0013 -0.0731
H -1.3218 -3.0340 -3.5801 0.0760 -0.0661 0.0836
H 0.6250 -3.5436 -1.4387 -0.4692 0.0958 -0.1872
H -3.2012 -3.0557 -1.3287 0.1542 0.2803 0.1240
H -2.2529 -1.2814 0.6728 0.1830 0.1749 -0.5584
H -0.0553 -2.2704 0.3993 -0.0564 -0.1147 -0.3321
H -4.0632 -1.6769 -0.6610 0.1374 -0.1938 -0.0487
H -4.0580 -0.6261 -2.6564 0.2947 -0.1005 0.1153
H -2.1162 0.5150 -3.3527 0.1576 -0.3725 0.2182
H -3.2784 -1.9710 -3.3716 0.2064 -0.0102 -0.0375
H 0.4122 -2.8098 -3.5891 -0.2096 -0.0778 0.1398
H -0.0767 -0.5639 -3.8507 0.1378 -0.1681 -0.0402
P -0.6165 -1.5624 2.6244 -1.2074 -0.0706 2.1254
C 0.4972 -1.1055 3.9784 0.7378 0.3393 -0.5630
H -0.0477 -1.1989 4.9282 0.1153 -0.0530 -0.2559
H 0.8205 -0.0685 3.8237 -0.1016 -0.3177 0.2053
H 1.3892 -1.7429 3.9634 -0.2318 0.0610 0.1325
C -2.2277 -0.8559 3.1454 -0.0696 0.4779 -0.6741
H -2.3903 -1.0288 4.2226 0.2111 -0.0420 -0.3897
H -3.0407 -1.3139 2.5631 0.2310 0.0826 0.3031
H -2.2102 0.2195 2.9238 -0.0939 -0.2768 0.2313
C -0.9052 -3.3396 2.8579 0.5085 -0.1712 -1.1675
H -1.5615 -3.7056 2.0591 0.0478 0.0182 0.2509
H -1.3610 -3.5068 3.8317 -0.0037 0.0956 0.1301
H 0.0518 -3.8646 2.7761 -0.1874 -0.0657 0.1350
P -1.9537 2.0320 -0.7408 0.6107 1.5687 1.7240
C -1.3595 2.7744 -2.3050 -0.0713 -0.5266 -0.5136
H -2.1630 2.8399 -3.0573 0.1535 -0.0911 0.4155
H -0.5407 2.1976 -2.7496 -0.2528 0.0179 0.1339
H -0.9949 3.7719 -2.1019 0.0048 0.2601 0.1935
C -3.7235 1.6901 -0.7241 -0.2591 -0.8702 -0.2249
H -4.0553 0.9074 -1.4073 0.1386 0.1043 0.1251
H -4.2448 2.6184 -0.9700 0.1835 -0.0013 -0.0430
H -4.0009 1.4134 0.2981 0.0827 0.0152 -0.1022
C -1.9698 3.4389 0.3719 -0.6270 0.8584 -0.2986
H -2.7732 4.1351 0.0942 0.2929 0.0715 0.1902
H -0.9973 3.9309 0.3306 -0.2301 -0.0357 0.0047
H -2.1376 3.0397 1.3752 -0.0524 0.2295 -0.1401
C 2.4226 2.5977 3.0522 -0.2575 -0.3378 -0.3400
Si 0.5301 2.6103 2.8538 0.3183 0.6228 0.4881
C -0.1579 2.3393 4.5806 -0.2897 -0.1858 -0.1072
C 0.2019 4.4217 2.4475 -0.3899 0.0624 -0.1630
C -0.1918 1.3728 1.5913 -0.3184 0.6964 -0.7145
C -0.6819 1.0672 0.4327 -0.5581 -0.8499 -0.5268
H 2.6521 3.4083 3.7665 -0.1525 -0.3056 -0.2453
H 2.9458 2.8294 2.1102 -0.0949 -0.1404 0.3242
H 2.8102 1.6582 3.4700 0.0376 0.2464 -0.1262
H 0.0836 3.2405 5.1669 -0.0762 -0.3132 -0.1721
H -1.2530 2.2383 4.5568 0.2240 0.0090 0.1688
H 0.2722 1.4744 5.1016 -0.1700 0.2728 -0.0470
H 0.8549 4.7914 1.6439 -0.1907 -0.0637 0.1523
H -0.8414 4.6432 2.1914 0.3908 0.0538 0.1809
H 0.4198 5.0028 3.3530 0.1511 -0.1644 -0.1437

# 2
94
Properties=species:S:1:pos:R:3:forces:R:3 method="wB97M-V/def2-TZVPD" orbital_gap_ev=5.16 total_charge=+1
C -3.8469 -0.2349 -2.4773 1.0436 -0.0257 -0.1562
C -3.6415 -1.0570 -1.0738 -0.7724 -0.7672 0.0977
O -2.4388 -0.5555 -0.3483 -0.2814 -1.4967 1.6621
C -2.1350 -1.4627 0.8080 -1.3684 -0.5555 -1.8411
N -1.5674 -0.6806 2.0117 -0.3026 -0.9611 2.3626
C -0.7122 0.5264 1.6447 0.5568 3.0112 -0.3360
O 0.3253 0.2224 0.6472 0.9673 1.0691 1.8712
C 1.6269 0.8159 0.9892 4.5703 0.8459 1.7493
C 2.6360 -0.1031 1.9312 1.0530 2.7381 -0.9435
C 4.1464 0.3308 2.3980 -2.6047 1.9729 -2.4155
C 5.0083 -0.7367 3.3199 0.0413 0.7930 -0.9601
C 4.7067 1.7909 1.8825 -4.1125 -1.7938 -0.8895
C 3.7206 2.7543 0.9456 -0.5159 -3.5241 1.5134
C 2.1834 2.2862 0.4814 1.3378 -1.7424 1.7273
C 1.2344 3.2501 -0.5015 1.3079 -0.3639 -0.9600
C 0.6405 2.3345 -1.7673 0.3035 0.3471 -0.5971
C 2.2004 4.3977 -1.2368 0.3958 -0.5765 0.2185
C -1.8370 -1.0750 3.3286 0.8700 0.5283 -0.5876
N -2.7002 -2.3107 3.6608 -0.3800 3.7251 -0.7508
N -2.0369 -3.4856 3.3466 -0.5737 -3.3288 -0.2109
C -2.9618 -4.3543 2.4681 -6.2937 -2.9539 0.6785
C -2.6046 -4.8267 0.9331 -0.0355 -1.0336 0.1369
O -4.1574 -4.7900 2.9548 7.9324 3.2883 -2.9523
C -1.8418 -4.3689 4.5969 -2.7829 -1.3649 5.6196
C -0.4671 -5.3204 4.5446 -0.1237 -0.0125 -1.0696
O -2.7092 -4.4001 5.6130 5.8833 0.5903 -6.9358
N -1.3279 -0.2945 4.5192 -0.7903 -2.3384 -1.7705
C -2.2771 -0.3071 5.6923 -0.6329 0.3128 1.0294
C -1.9868 -1.4536 6.8248 -5.2251 -1.5743 2.0979
N -3.0909 -2.0014 7.4906 5.0603 2.6838 -2.9612
C 0.0946 -0.6371 4.8930 2.7328 1.1723 -0.7673
N 0.4736 -2.0926 4.7265 1.5953 0.6808 0.1394
C 1.4109 -2.5694 5.8409 -0.4271 -1.1278 1.0386
H -4.9791 -0.0506 -2.7735 2.4857 -0.5171 0.8683
H -3.2717 0.7997 -2.3900 -1.4058 -2.1459 -0.0927
H -3.2976 -0.8372 -3.3494 -1.3529 1.3536 1.9453
H -4.5591 -0.9715 -0.3230 1.7247 -0.0084 -1.6757
H -3.4807 -2.2173 -1.2778 -0.3599 2.3919 0.2348
H -1.3711 -2.2727 0.4073 -1.4522 1.7171 1.2687
H -3.1921 -1.9364 1.0944 2.5647 0.8389 -0.2230
H -0.1871 1.0433 2.5529 -1.3074 -1.4976 -1.3672
H -1.4069 1.3632 1.1528 1.1379 -2.1986 1.0591
H 2.2544 -1.1663 2.2767 0.7955 2.3251 -0.8870
H 6.1630 -0.5153 3.1149 -2.6062 -0.4772 0.7503
H 4.8070 -1.8503 2.9764 0.2512 2.4180 0.7123
H 4.7135 -0.5917 4.4523 0.7920 -0.3176 -2.3285
H 5.8013 2.0786 2.2011 -2.5111 -0.3707 -0.8639
H 4.2014 3.7913 0.6212 -1.4488 -2.5409 0.6453
H 0.3757 3.7854 0.1096 1.8382 -1.2402 -1.1923
H -0.5268 2.2424 -1.7567 2.2742 -0.0539 0.1689
H 1.1720 1.2818 -1.8327 -1.2974 2.1370 0.3413
H 0.9171 2.8869 -2.7876 -0.6287 -1.1213 2.2604
H 2.6950 5.0966 -0.4343 -1.2120 -1.0722 -1.6931
H 3.1020 3.8773 -1.8144 -2.0291 0.8683 1.2889
H 1.5856 4.9733 -2.0579 1.1408 -0.9610 1.9394
H -3.6411 -2.2381 3.2158 0.8759 -0.1303 0.6626
H -2.8641 -5.9910 0.8839 0.4610 2.6296 0.2982
H -1.4744 -4.7412 0.6420 -2.2016 0.1818 0.6902
H -3.3139 -4.3261 0.1142 1.5929 -0.8500 2.0859
H 0.1066 -5.1482 3.5119 -1.3274 -0.1367 2.3096
H -0.7185 -6.4706 4.5719 0.1242 2.4427 0.1548
H 0.2740 -5.0935 5.4231 -1.7743 -0.2418 -1.6431
H -2.1965 0.7678 6.2055 0.0454 -2.3205 -1.1203
H -3.4013 -0.3616 5.2952 2.5657 -0.1615 0.9927
H -0.9415 -1.8405 7.1853 -2.1054 1.0242 -0.9905
H -3.9782 -1.5953 7.1213 0.8442 -0.2373 0.0628
H 0.8166 -0.0253 4.1653 -1.6067 -1.0220 1.5220
H 0.3882 -0.2551 5.9853 -1.2695 -0.8031 -2.4133
H 1.0523 -2.1768 3.8482 -1.0665 0.2972 1.1836
H 1.9734 -1.6992 6.3860 -1.0255 -1.6177 -1.0219
H 0.7187 -3.1673 6.6081 1.7206 1.4358 -1.3453
H 2.2052 -3.3559 5.4633 -1.6726 1.7620 0.5171
C -1.5732 3.2657 -7.7261 0.0483 -0.0633 -0.0858
C -0.4552 3.0216 -6.7156 0.0236 -0.1683 -0.2227
N 0.4171 1.8903 -7.0454 0.0708 -0.2760 0.2480
C 1.3149 1.5146 -5.9483 -0.3129 -0.0620 -0.0235
C 2.3707 2.5295 -5.5206 0.3602 0.0444 0.1286
C 1.0372 1.9162 -8.3714 -0.3325 -0.0335 -0.1740
C 1.9226 3.1111 -8.7114 0.3006 0.1129 -0.3014
H -2.1938 2.3722 -7.8532 0.1526 0.0875 -0.0143
H -2.2195 4.0758 -7.3735 0.1104 -0.0866 -0.0135
H -1.1846 3.5642 -8.7037 -0.0578 -0.0521 0.0800
H -0.9387 2.8236 -5.7514 0.2710 -0.1392 0.0095
H 0.1156 3.9489 -6.5948 0.0062 0.1844 0.0467
H 1.8149 0.5700 -6.1955 -0.1097 0.1330 -0.1814
H 0.6975 1.2802 -5.0715 -0.1282 0.0959 -0.1266
H 3.2019 2.5715 -6.2286 -0.1277 0.1023 0.0809
H 2.7948 2.2322 -4.5552 -0.0312 0.0085 -0.0565
H 1.9617 3.5358 -5.3980 0.0123 -0.0679 -0.0576
H 0.2427 1.8552 -9.1250 -0.0229 0.0571 0.2102
H 1.6155 0.9955 -8.5231 -0.1151 0.0817 0.2990
H 1.4905 4.0632 -8.3925 0.0112 -0.0898 0.0075
H 2.0612 3.1663 -9.7990 -0.0319 -0.0016 0.1918
H 2.9175 3.0127 -8.2734 -0.0997 0.1353 0.0127

# 3
111
Properties=species:S:1:pos:R:3:forces:R:3 method="wB97M-V/def2-TZVPD" orbital_gap_ev=1.00 total_charge=+3
Hf -0.8779 -2.1197 -3.8824 -3.1638 0.8759 6.3283
C 3.3541 5.3640 9.0919 1.3344 -0.1132 -1.9259
C 2.3862 5.3407 9.9601 -3.3011 1.9184 1.8494
O -0.9940 -1.8509 -1.9383 0.5571 -0.7133 -4.9051
H -6.1024 -3.8849 -0.5674 0.0253 0.0080 0.0971
H 3.5020 4.4717 8.5161 0.6992 -0.2360 -0.3525
H 3.8798 6.3026 8.8251 -0.2039 -0.9063 0.3726
H 1.6006 4.5867 10.1855 1.3013 0.0805 -0.2894
H 2.1120 6.3420 10.3464 0.1709 -0.7464 0.3595
C 1.4391 -4.5044 -3.8658 -1.7378 2.0180 0.5976
O 0.5318 -3.5524 -3.7952 1.8756 -2.5563 -0.4084
N 2.6005 -4.3969 -3.3276 1.9271 0.6704 1.2569
C 3.6778 -5.3872 -3.5983 -0.8599 -0.4515 -0.4368
C 3.0304 -3.3007 -2.3485 -1.9870 -0.2218 -1.3470
H 1.1630 -5.4318 -4.3527 0.1612 -0.0878 -0.3243
H 4.6084 -5.0995 -3.0827 -0.6728 -0.3469 -0.2220
H 3.8109 -5.4708 -4.6685 0.4814 0.4665 -0.2896
H 3.2836 -6.3757 -3.3704 0.4308 -0.0951 0.7516
H 3.4937 -3.7319 -1.4866 0.2147 -0.5605 0.3161
H 3.6925 -2.6019 -2.8254 0.2812 0.1030 -0.3268
H 2.1141 -2.7849 -2.0639 0.1800 0.1166 0.1505
C 0.9752 -0.2142 -5.8669 1.1817 -2.5969 1.4117
O 0.3973 -1.0506 -4.9926 2.6768 2.7055 -3.4552
N 2.2077 -0.3283 -6.4023 -2.6399 -1.2452 1.0376
C 2.7349 0.8213 -7.0148 -0.4682 2.4459 0.0481
C 3.1708 -1.4432 -6.3379 -1.1815 0.2538 1.4676
H 0.4060 0.6514 -6.1730 0.0004 0.2375 0.0809
H 1.9249 1.5303 -7.1016 0.0413 0.6259 0.1579
H 3.1454 0.8021 -7.9853 0.4084 -1.1981 -1.2831
H 3.5101 1.2061 -6.3817 0.3423 0.4572 0.4322
H 3.4225 -1.7137 -7.3301 0.2438 -0.1603 -1.0788
H 4.0687 -1.0684 -5.8175 -0.5372 -0.5877 -0.0122
H 2.6214 -2.2727 -5.8841 0.6460 -0.0098 0.2906
C -3.6536 -3.5869 -5.2542 1.1325 0.7501 -1.5898
O -2.6900 -3.1578 -4.5508 -0.0989 -0.3392 0.4310
N -4.8195 -3.9755 -4.8702 -1.4308 -0.8024 0.8071
C -5.2478 -3.9611 -3.4983 1.3232 -0.7717 1.0992
C -5.9609 -4.4711 -5.6819 1.9139 0.2798 -1.9249
H -3.5042 -3.5589 -6.3378 -0.1559 -0.3253 -0.0184
H -5.7259 -4.9190 -3.3095 0.2892 -0.1745 0.3637
H -6.0089 -3.2445 -3.3953 -0.9556 1.2504 0.2271
H -4.4110 -3.7548 -2.8073 -0.4215 -0.1887 -0.3333
H -5.6233 -4.6283 -6.7325 -0.6008 0.6894 0.6207
H -6.3225 -5.4169 -5.3807 0.2959 -1.2879 0.8334
H -6.8012 -3.8401 -5.5070 -0.4261 0.9863 -0.5068
C -0.3234 8.3252 3.0125 0.3487 1.0814 1.2148
O 0.0794 9.4521 2.8921 0.2014 0.2700 -0.0261
N -1.1837 7.7547 2.1203 0.4234 0.1832 -1.1944
C -1.2822 6.3807 2.2697 -0.3379 -2.5423 1.4036
C -1.6189 8.4942 0.9226 -1.2282 -0.3404 1.8114
H -0.0787 7.6983 3.9208 -0.1471 0.3755 -0.9342
H -0.9181 5.6936 1.5039 -0.0797 0.5148 -0.6534
H -2.2642 6.0328 2.5944 -0.5829 0.1079 -0.5028
H -0.6948 6.1101 3.1473 0.1474 -0.1239 -0.0550
H -2.6533 8.1546 0.6748 0.7518 0.2416 0.1609
H -1.6441 9.5164 1.3210 0.1328 0.0144 -1.0130
H -0.9766 8.3081 0.0734 0.3680 0.2477 -0.1606
C -2.8202 0.6342 -3.3154 0.8311 -0.0116 -0.5825
O -2.4483 -0.4533 -3.8465 -0.1445 0.3310 0.3797
N -3.9894 0.8559 -2.7448 -0.1933 0.8218 0.5901
C -4.5405 2.2979 -2.7086 1.2836 -1.3992 -0.6805
C -4.8575 -0.2714 -2.3138 -0.1163 0.9685 -1.4971
H -2.1089 1.4956 -3.3377 -0.7127 -0.3968 -0.1122
H -5.2604 2.3449 -3.5288 -0.1027 0.1771 0.3091
H -3.6908 2.9522 -2.9619 -0.4152 -0.1928 0.1822
H -4.9657 2.5981 -1.7538 0.0272 -0.4171 0.0165
H -5.5707 -0.4346 -3.1445 0.1049 -0.2130 0.4968
H -4.2423 -1.1650 -2.1718 -0.1393 0.3180 0.2681
H -5.4124 0.0828 -1.4444 0.2002 -0.3904 0.0760
C 7.5043 0.1757 -0.0663 0.7292 -1.1487 -0.4107
C 6.0409 0.2306 -0.1933 -0.4314 0.0062 -1.1031
O 5.7383 0.6061 -1.5824 1.5397 1.2910 0.6133
C 4.6372 0.2908 -2.1237 -0.0970 -0.2703 -0.4597
O 3.8048 -0.4662 -1.7405 -1.2667 -0.9118 0.4881
C 4.4782 0.9700 -3.4707 1.8860 0.8430 -1.6498
F 3.2256 1.0484 -3.8167 -1.3149 -0.0771 -0.3488
F 4.9871 2.2225 -3.4930 -0.2062 -1.2199 -0.1008
F 5.1153 0.2179 -4.4934 -0.5802 1.0360 1.5415
H 7.6394 -0.4100 0.8209 0.6494 -0.2991 0.6259
H 8.0412 1.0955 0.0322 -0.0570 0.7136 0.0328
H 7.9402 -0.3817 -0.9076 -0.0882 0.0656 0.2933
H 5.6140 0.9798 0.4403 -0.5299 0.3800 0.3135
H 5.5710 -0.7285 -0.0512 -0.1201 -0.2820 0.3147
C -6.4708 -0.1822 5.9944 0.4665 0.1051 -1.0169
C -5.3536 -0.3494 4.9687 0.3200 0.6416 -0.6843
O -4.0411 -0.5450 5.6386 -0.8124 0.9214 -0.9907
C -2.9922 -0.0240 5.0287 1.6077 -0.1566 -0.2734
O -2.7594 0.3620 3.9030 -1.6930 -0.3996 0.7401
C -1.7607 -0.0366 5.9703 -0.2412 0.0326 0.9376
F -1.1710 -1.2527 5.9194 0.2162 0.5189 -0.3459
F -0.9114 0.9243 5.5441 -0.3639 -0.9715 0.8562
F -2.0936 0.1433 7.2736 0.4394 0.3868 -1.0874
H -7.3235 0.2375 5.4374 0.1582 -0.1785 0.3171
H -6.2012 0.5167 6.7950 -0.0533 -0.4085 -0.1236
H -6.7255 -1.1778 6.3181 -0.2864 -0.0527 0.7374
H -5.2934 0.5416 4.2964 0.2820 -0.6274 0.6348
H -5.5054 -1.2215 4.3175 -0.0079 0.1864 0.3055
C 3.3416 -2.2082 3.5544 1.2202 -2.0914 -0.3339
C 1.9511 -2.1555 4.0739 0.0591 -0.3116 -2.2099
O 1.9108 -2.5117 5.4129 -0.7861 -0.0838 1.0259
C 1.8587 -1.4443 6.1908 0.4021 -1.2239 1.8820
O 2.1046 -0.3231 5.9342 0.0599 1.7179 -1.1350
C 1.6643 -1.7858 7.6732 -0.9993 -0.7064 0.3030
F 2.8827 -1.9130 8.2039 -0.1651 -0.2923 0.2163
F 1.0249 -0.7941 8.2892 0.1729 0.0561 -0.0303
F 0.9267 -2.9076 7.8860 0.8620 0.5426 -0.1927
H 3.4224 -2.0529 2.4630 -0.1653 0.4649 0.5614
H 3.6606 -3.2878 3.6702 0.0712 1.1181 0.0733
H 4.0103 -1.5794 4.1489 -0.0224 0.0128 -0.3796
H 1.3040 -2.8007 3.5015 -0.1877 -0.6958 0.0934
H 1.5464 -1.2007 3.9190 -0.5795 1.5264 0.1139